DFT (the ωB97M-V functional and the def2-TZVPD basis) results for a molecular structure, C35H34IMnN4O3P3Se2Te.

Element x y z (Å)
I: -6.6669 -4.6516 -1.8323
Te: -2.1451 -0.9102 -3.7048
Se: -2.4396 -1.5025 1.1237
Se: 3.8233 -3.0354 -0.6763
Mn: -2.4068 -0.6465 -1.0045
P: -2.2469 1.4080 -2.9951
P: 3.4465 -1.0203 -0.2132
P: -0.2501 -1.4238 1.5745
O: -0.9288 2.0758 -3.3784
O: -3.3579 2.3003 -3.5935
O: -2.4955 1.1959 -1.4899
N: -0.4834 -0.7291 -0.9524
N: 0.1229 -0.3670 -2.0847
N: -4.4030 -1.1013 -1.0499
N: 1.4078 -0.3654 -1.9033
C: 3.6817 -0.5740 1.5174
C: 0.4632 1.8496 4.6127
C: 0.2654 -3.0007 2.1782
C: -5.5485 3.1857 -4.0769
C: -0.2167 -5.1837 3.0540
C: 4.4645 -1.3973 2.3203
C: 5.1711 0.8660 -3.3600
C: -7.0763 -1.7858 -0.9145
C: 3.4502 0.9929 3.3440
C: 0.4444 -1.0009 -0.0119
C: -0.8734 4.4481 -4.1595
C: 5.8817 1.9074 -2.7735
C: 5.0986 1.2203 -0.6042
C: 0.1407 2.1883 3.2968
C: 5.8507 2.0809 -1.3992
C: 0.0532 -0.1444 2.7527
C: 3.1742 0.6258 2.0313
C: 2.0705 -4.4920 2.6993
C: 1.6686 -0.7270 -0.6045
C: 4.4222 0.0047 -2.5765
C: 1.6356 -3.2620 2.2400
C: 4.2252 0.1617 4.1458
C: 0.3718 -0.4868 4.0615
C: -6.1325 -2.7212 -1.3202
C: 1.1475 -5.4507 3.0992
C: 4.7297 -1.0300 3.6363
C: -0.6690 -3.9581 2.5908
C: -6.6564 -0.5107 -0.5671
C: -0.0719 1.1914 2.3599
C: 4.3688 0.1866 -1.1920
C: -4.8085 -2.3457 -1.3718
C: 0.5744 0.5204 4.9938
C: -4.8058 2.1334 -3.3051
C: -5.3169 -0.2021 -0.6391
C: -0.5192 3.4902 -3.0519
H: -1.9502 4.5343 -4.3001
H: 0.6280 2.6337 5.3451
H: -4.9447 0.7720 -0.3595
H: -4.9514 2.2396 -2.2339
H: 1.4944 -6.4185 3.4462
H: 4.4454 0.4505 5.1709
H: 6.4774 2.5724 -3.3895
H: -4.0490 -3.0486 -1.6708
H: -5.4297 3.0440 -5.1508
H: -5.1878 4.1786 -3.8092
H: -0.4774 5.4341 -3.9005
H: 0.4661 -1.5300 4.3516
H: -8.1258 -2.0519 -0.8650
H: 0.0539 3.2297 3.0085
H: 5.2163 0.7143 -4.4332
H: 0.8203 0.2640 6.0186
H: 3.0780 1.9347 3.7350
H: -0.9311 -5.9322 3.3781
H: 4.8632 -2.3169 1.9025
H: 0.5512 3.4085 -2.9297
H: -5.1065 1.1315 -3.6104
H: -0.4183 4.1320 -5.1020
H: -0.9594 3.7609 -2.0954
H: 3.1344 -4.7012 2.7406
H: -0.3311 1.4493 1.3389
H: 2.3570 -2.5207 1.9243
H: 6.4208 2.8791 -0.9372
H: -7.3644 0.2372 -0.2272
H: 5.1104 1.3522 0.4671
H: 2.5781 1.2817 1.4003
H: -1.7291 -3.7593 2.5627
H: -6.6107 3.1279 -3.8327
H: 5.3441 -1.6701 4.2608
H: 3.8923 -0.8205 -3.0301

molecular weight	1119.0	g mol⁻¹
lowest unoccupied orbital energy (spin up / spin down)	-7.59 / -8.03	eV
DFT total energy	-254211.315	eV
largest force on an atom	0.907	eV Å⁻¹
net charge	+2
2S+1	4

Taken from the Löwdin analysis, the atomic charges in e are: I 1.01; Te 1.11; Se 0.69; Se 0.36; Mn 0.23; P 0.20; P 0.52; P 0.81; O -0.25; O -0.22; O -0.41; N -0.23; N -0.13; N -0.14; N 0.07; C -0.39; C -0.06; C -0.37; C -0.05; C -0.05; C -0.11; C -0.06; C -0.08; C -0.08; C -0.37; C -0.06; C -0.06; C -0.07; C -0.06; C -0.07; C -0.37; C -0.10; C -0.04; C -0.34; C -0.11; C -0.09; C -0.05; C -0.05; C -0.72; C -0.03; C -0.05; C -0.10; C -0.01; C -0.09; C -0.35; C -0.23; C -0.05; C -0.22; C -0.13; C -0.17; H 0.07; H 0.12; H 0.12; H 0.11; H 0.12; H 0.12; H 0.11; H 0.09; H 0.09; H 0.09; H 0.10; H 0.12; H 0.12; H 0.12; H 0.11; H 0.12; H 0.11; H 0.12; H 0.08; H 0.12; H 0.12; H 0.10; H 0.12; H 0.12; H 0.11; H 0.04; H 0.11; H 0.13; H 0.10; H 0.11; H 0.06; H 0.10; H 0.12; H 0.09

DFT (the ωB97M-V functional and the def2-TZVPD basis) results for a molecular structure, C22H31N2O3Pt.

Element x y z (Å)
Pt: -0.9233 1.7726 1.4867
O: -0.3468 3.5641 2.1373
O: -2.3743 2.0375 3.4620
O: -0.3205 4.7207 4.0523
N: 0.8425 1.2962 0.6226
N: -1.3858 -0.0245 0.6962
C: 5.4240 1.2622 -1.5961
C: -2.3554 3.4893 3.5352
C: 0.8157 0.2087 -0.1755
C: 4.7079 -1.1149 -1.3742
C: -3.2108 3.9390 2.3557
C: -3.5353 -4.2586 -1.1822
C: -0.6734 -1.7387 -0.7830
C: -1.0862 -4.7220 -1.0963
C: -2.5375 -0.6703 0.8652
C: -0.4413 -0.5637 -0.1059
C: -2.0486 -3.3308 -2.9560
C: -0.8699 3.9744 3.2841
C: -2.8514 4.0098 4.8597
C: 1.9049 -0.1148 -0.9516
C: -2.8234 -1.8530 0.2102
C: 3.0170 1.8240 -0.1455
C: -2.1507 -3.6753 -1.4615
C: 1.9044 2.1016 0.6266
C: 4.2556 0.2951 -1.7863
C: -1.8930 -2.4094 -0.6592
C: 3.0505 0.6864 -0.9444
C: 3.8409 0.2969 -3.2662
H: 5.7265 1.3331 -0.5495
H: 3.0544 -0.4323 -3.4689
H: 5.1867 2.2625 -1.9637
H: -2.1091 1.6504 4.3055
H: -4.2706 3.7826 2.5621
H: 0.0989 -2.1396 -1.4230
H: -3.6629 -4.5173 -0.1291
H: -1.1095 -4.9488 -0.0288
H: -3.7817 -2.3184 0.3835
H: 4.7007 0.0430 -3.8874
H: 1.8405 2.9690 1.2706
H: -4.3313 -3.5719 -1.4774
H: -2.2511 -4.2224 -3.5505
H: 3.9460 -1.8674 -1.5841
H: -1.2797 -5.6449 -1.6439
H: 4.9455 -1.1554 -0.3094
H: -2.7771 -2.5662 -3.2324
H: -3.2472 -0.2154 1.5442
H: -0.0795 -4.3879 -1.3531
H: 5.6045 -1.3863 -1.9320
H: -1.0545 -2.9693 -3.2242
H: -3.6603 -5.1735 -1.7608
H: -2.9751 3.3607 1.4589
H: -2.8197 5.0960 4.8672
H: 3.4807 1.2814 -3.5700
H: 3.8496 2.5100 -0.1047
H: 1.8728 -0.9999 -1.5705
H: -3.0332 4.9853 2.1127
H: -3.8754 3.6778 5.0408
H: -2.2071 3.6621 5.6689
H: 6.2828 0.9003 -2.1609

molecular weight	566.6	g mol⁻¹
lowest unoccupied orbital energy	-3.84	eV
DFT total energy	-35682.467	eV
largest force on an atom	1.434	eV Å⁻¹
relative energy (zero: lowest compared OMol25 entry of this formula, charge and spin)	0.764	eV
net charge	+1

Taken from the Löwdin analysis, the atomic charges in e are: Pt 1.21; O -0.23; O -0.08; O 0.12; N -0.05; N -0.10; C -0.06; C -0.53; C -0.17; C -0.03; C -0.01; C -0.06; C 0.07; C -0.03; C -0.07; C -0.17; C -0.03; C -0.55; C -0.01; C 0.07; C 0.03; C 0.04; C -0.56; C -0.05; C -0.56; C -0.12; C -0.12; C -0.03; H 0.09; H 0.08; H 0.09; H 0.12; H 0.10; H 0.12; H 0.09; H 0.10; H 0.12; H 0.10; H 0.12; H 0.09; H 0.10; H 0.08; H 0.10; H 0.10; H 0.10; H 0.13; H 0.08; H 0.09; H 0.08; H 0.09; H 0.06; H 0.11; H 0.10; H 0.12; H 0.12; H 0.11; H 0.10; H 0.10; H 0.09

DFT (the ωB97M-V functional and the def2-TZVPD basis) results for 2 unconnected molecules or ions with the total composition C6H16N2Si.

Element x y z (Å)
Si: -3.4180 0.0454 1.2626
N: -2.8097 -0.2233 -0.2536
N: -1.1040 1.1761 -1.1564
C: 2.2880 -0.4420 -1.0763
C: 2.3359 -0.9850 0.2673
C: 0.1333 0.1059 0.5959
C: 0.8679 -0.1605 -1.7109
C: 0.1309 0.7711 -0.7026
C: 1.5885 -0.0238 1.1937
H: -3.2916 -0.2114 -1.1234
H: 2.0848 1.0179 0.9954
H: 2.9085 -1.0282 -1.7932
H: -4.6738 1.0636 1.4861
H: -3.7636 -1.4665 1.7153
H: -1.5797 1.9654 -0.5728
H: 0.7096 1.6327 -0.5329
H: 3.3247 -1.0846 0.7377
H: -0.3108 -0.9394 0.4711
H: 0.3384 -1.0916 -1.9144
H: 2.9685 0.4333 -1.0853
H: 1.8960 -2.0063 0.1492
H: -0.5837 0.5762 1.3016
H: 0.7726 0.3513 -2.7034
H: 1.5196 -0.1688 2.2783
H: -2.3323 0.6924 2.1710

molecular weight	144.3	g mol⁻¹
lowest unoccupied orbital energy (spin up / spin down)	-1.22 / -0.25	eV
DFT total energy	-17334.182	eV
largest force on an atom	4.693	eV Å⁻¹
relative energy (zero: lowest compared OMol25 entry of this formula, charge and spin)	4.883	eV

Taken from the Löwdin analysis, the atomic charges in e are: Si 0.40; N -0.13; N 0.13; C -0.24; C -0.26; C -0.23; C -0.11; C -0.53; C -0.16; H -0.02; H 0.14; H 0.12; H -0.08; H -0.05; H 0.10; H 0.13; H 0.12; H 0.13; H 0.11; H 0.12; H 0.13; H 0.04; H 0.12; H 0.10; H -0.07

DFT (the ωB97M-V functional and the def2-TZVPD basis) results for 2 unconnected molecules or ions with the total composition C3H9N.

Element x y z (Å)
N: 1.9904 0.6910 -0.8639
C: 1.9726 -0.5712 -0.8149
C: -1.5677 0.4140 1.2390
C: -2.0017 -0.4157 0.1325
H: -1.0507 1.2189 0.8690
H: 2.3410 1.1601 -0.0371
H: 2.5786 -1.2520 -0.1432
H: 1.1825 -1.1055 -1.4155
H: -1.0880 -1.1747 -0.1085
H: -2.3982 0.8283 1.7522
H: -1.0163 0.0102 2.0331
H: -2.7112 -1.1124 0.5817
H: -2.1894 0.0275 -0.8238

molecular weight	59.1	g mol⁻¹
SMILES string	C=N.CC
lowest unoccupied orbital energy	1.14	eV
DFT total energy	-4745.007	eV
largest force on an atom	5.553	eV Å⁻¹
relative energy (zero: lowest compared OMol25 entry of this formula, charge and spin)	2.103	eV

Taken from the Löwdin analysis, the atomic charges in e are: N 0.01; C -0.17; C -0.21; C -0.18; H 0.04; H 0.03; H 0.07; H 0.06; H 0.10; H 0.06; H 0.06; H 0.06; H 0.06

DFT (the ωB97M-V functional and the def2-TZVPD basis) results for 3 unconnected molecules or ions with the total composition C15H27BN2O6S.

Element x y z (Å)
S: 2.4748 -1.1033 0.3372
O: -5.9989 -0.4453 -4.5979
O: -1.5916 1.8729 0.3424
O: 0.6777 2.5839 0.8729
O: -2.3544 0.4266 -1.6019
O: -1.7860 -2.3711 2.6603
O: 3.6315 1.1449 4.9699
N: -3.8027 0.0185 -4.5605
N: 4.8168 2.9112 4.2520
C: -0.0102 -0.0507 1.0500
C: -2.4524 0.0666 -5.0690
C: 1.2609 -0.7705 1.7861
C: 4.0966 -1.7880 1.0388
C: -4.5054 -1.7435 -0.0241
C: -1.9838 0.6524 -0.3158
C: -1.3987 -0.5165 0.7440
C: -0.1443 1.5592 0.6134
C: 2.4828 2.6676 3.5229
C: -4.7577 -1.0629 -6.5497
C: 3.6701 2.1750 4.3022
C: 5.0556 4.1384 3.5302
C: 5.3845 -1.6902 0.0422
C: -3.2802 -2.7455 0.5159
C: -4.9142 -0.4808 -5.1727
B: -2.1039 -1.9032 1.2552
H: -3.8259 -3.4423 1.3172
H: 1.0648 -1.8463 2.2000
H: 4.1788 4.4724 2.9744
H: 4.2799 -1.1330 2.0088
H: 6.0519 -2.6824 0.0394
H: -2.1367 1.1123 -5.0932
H: -4.3936 -0.2966 -7.2392
H: -4.8088 -0.9354 0.7730
H: -2.6749 -2.3749 3.1350
H: 1.8270 -0.0319 2.4757
H: -2.8482 -3.3977 -0.3439
H: -5.4677 -2.4299 -0.1844
H: 2.1831 3.6549 3.8844
H: 5.8829 3.9682 2.8372
H: -4.2402 -1.2706 -1.0686
H: 5.3428 4.9060 4.2527
H: 5.1364 -1.4763 -1.0901
H: -5.7261 -1.4206 -6.9096
H: -4.0655 -1.9087 -6.5204
H: -2.3679 -0.3618 -6.0683
H: 2.7273 2.7100 2.4581
H: 5.5728 2.5177 4.8011
H: 1.6436 1.9800 3.6581
H: -3.9855 0.3933 -3.6364
H: 3.8651 -2.9065 1.3115
H: 6.1290 -0.8581 0.4633
H: -1.8110 -0.4877 -4.3798

molecular weight	374.3	g mol⁻¹
SMILES string	CCSCC1=C(B(O)CC)C(=O)OC1=O.CNC(C)=O.CNC(C)=O
lowest unoccupied orbital energy	-1.70	eV
DFT total energy	-42764.209	eV
largest force on an atom	9.507	eV Å⁻¹

Taken from the Löwdin analysis, the atomic charges in e are: S 0.74; O 0.02; O 0.03; O 0.02; O 0.01; O -0.01; O 0.01; N 0.00; N 0.00; C -0.06; C -0.09; C -0.35; C -0.53; C -0.13; C -0.18; C 0.11; C -0.15; C -0.03; C -0.02; C -0.55; C -0.08; C -0.19; C -0.16; C -0.55; B -0.30; H 0.12; H 0.11; H 0.08; H 0.09; H 0.09; H 0.09; H 0.08; H 0.09; H 0.11; H 0.08; H 0.12; H 0.09; H 0.09; H 0.08; H 0.07; H 0.08; H 0.08; H 0.08; H 0.08; H 0.07; H 0.08; H 0.14; H 0.08; H 0.12; H 0.08; H 0.09; H 0.08